Arrangement w

The following is a DFT calculation (ωB97M-V with the def2-TZVPD basis set) of 2 unconnected molecules or ions with the total composition C6H16N2.

Calculated values
charge: -1
molecular weight: 116.21 Da
E_HOMO (alpha / beta): -1.11 / -2.09 eV
Kohn-Sham gap (alpha / beta): 5.14 / 6.11 eV
multiplicity: 2

Last column: Mulliken charge in e.
Geometry (Å):
C -1.688 0.563 2.359  -0.592
N -1.051 0.475 1.087  -0.589
C 0.358 -0.558 -2.107  -0.537
C 1.687 0.213 -2.039  -0.781
C 1.867 1.118 -0.828  -0.458
N 0.679 1.935 -0.597  -0.589
C 0.213 -1.631 -1.019  -1.045
C -2.476 -0.648 2.872  -0.977
H -1.377 1.253 3.159  0.296
H -0.496 -0.190 1.709  -0.012
H -0.443 0.162 -1.955  0.442
H 0.357 -1.021 -3.096  0.329
H 1.670 0.896 -2.904  0.281
H 2.498 -0.480 -2.296  0.324
H 2.781 1.713 -0.808  0.434
H 1.965 0.460 0.055  0.184
H 0.971 2.858 -0.326  0.186
H -0.033 1.474 0.019  0.427
H -0.803 -2.014 -1.006  0.268
H 0.624 -1.312 -0.069  0.168
H 0.813 -2.507 -1.324  0.395
H -1.798 -1.372 3.357  0.240
H -3.123 -1.156 2.158  0.269
H -3.193 -0.231 3.597  0.336


Arrangement x

The following is a DFT calculation (ωB97M-V with the def2-TZVPD basis set) of a gas-phase ion, C6H16N2 (charge -1).

Calculated values
charge: -1
molecular weight: 116.21 Da
E_HOMO (alpha / beta): 1.36 / -5.05 eV
Kohn-Sham gap (alpha / beta): 2.82 / 8.91 eV
multiplicity: 2

Last column: Mulliken charge in e.
Geometry (Å):
C -1.231 -1.305 1.146  -1.603
N 0.091 -1.172 0.519  -0.200
C 0.058 -0.081 -0.474  0.070
C 0.837 -0.500 -1.762  -0.496
C 1.725 0.656 -2.322  -0.776
N 2.507 1.457 -1.375  -1.285
C -1.706 -0.347 2.230  -0.973
C -2.206 1.070 1.847  -2.474
H -1.959 -1.476 0.363  0.432
H -1.293 -2.383 1.480  0.487
H 0.831 -1.092 1.205  0.627
H 0.491 0.806 0.020  -0.688
H -0.959 0.177 -0.768  0.165
H 1.525 -1.316 -1.550  0.356
H 0.095 -0.909 -2.465  0.281
H 2.533 0.319 -2.996  0.340
H 1.152 1.369 -2.924  0.418
H 3.227 0.827 -0.997  0.445
H 2.047 1.764 -0.529  0.717
H -2.653 -0.849 2.574  0.343
H -0.994 -0.373 3.048  0.893
H -1.384 1.745 2.180  0.326
H -3.149 1.321 2.331  1.193
H -2.300 1.257 0.776  0.402


Verdict on stability: arrangement w comes out at the bottom.


Arrangement w

The following is a DFT calculation (ωB97M-V with the def2-TZVPD basis set) of a single C6H14N2O2 molecule.

Calculated values
charge: 0
molecular weight: 146.19 Da
E_HOMO: -8.92 eV
Kohn-Sham gap: 9.29 eV
multiplicity: 1

Last column: Mulliken charge in e.
Geometry (Å):
N -1.487 -2.572 2.764  -0.554
C -1.925 -2.165 1.524  -0.884
C -0.768 -1.815 0.486  -0.315
C -0.881 -1.251 -0.841  -0.399
C 0.234 -0.330 -1.264  -0.817
C 0.527 0.798 -0.168  -0.366
N -0.639 1.439 0.432  -0.564
C 1.456 1.890 -1.046  0.522
O 0.975 2.888 -1.571  -0.573
O 2.737 1.667 -0.930  -0.489
H -0.668 -3.290 2.823  0.230
H -1.286 -1.932 3.443  0.215
H -2.636 -1.451 1.603  0.490
H -2.459 -2.998 1.120  0.330
H -0.175 -1.051 1.051  0.096
H -0.170 -2.656 0.680  0.385
H -1.727 -0.528 -0.800  0.182
H -1.065 -1.959 -1.664  0.409
H 0.023 0.279 -2.145  0.502
H 1.146 -0.948 -1.522  0.260
H 1.218 0.461 0.629  0.403
H -0.372 2.308 0.861  0.291
H -1.394 1.671 -0.274  0.245
H 2.902 0.823 -0.323  0.401


Arrangement x

The following is a DFT calculation (ωB97M-V with the def2-TZVPD basis set) of 2 unconnected molecules or ions with the total composition C6H14N2O2.

Calculated values
charge: 0
molecular weight: 146.19 Da
E_HOMO: -9.20 eV
Kohn-Sham gap: 9.73 eV
multiplicity: 1

Last column: Mulliken charge in e.
Geometry (Å):
C -1.548 2.203 2.497  -0.878
N -0.322 1.401 2.747  -0.251
C -0.161 0.320 1.862  0.868
C 1.217 -0.279 1.804  -1.460
O -1.064 -0.067 1.147  -0.572
H -1.367 3.131 1.941  0.339
H -2.157 1.629 1.781  0.276
H -2.198 1.995 3.352  0.351
H 0.478 1.785 3.224  0.224
H 1.901 0.463 1.359  0.345
H 1.527 -0.669 2.764  0.427
H 1.267 -1.232 1.246  0.430
C -1.119 -1.898 -1.302  -0.930
N 0.101 -1.078 -1.417  -0.043
C 0.428 -0.822 -2.724  0.617
C 1.512 0.193 -3.031  -1.088
O -0.014 -1.476 -3.648  -0.611
H -1.985 -1.313 -1.659  0.291
H -0.911 -2.839 -1.804  0.345
H -1.405 -2.052 -0.263  0.280
H 0.465 -0.727 -0.554  0.144
H 2.450 -0.109 -2.587  0.287
H 1.305 1.187 -2.638  0.297
H 1.602 0.255 -4.098  0.314


Verdict on stability: arrangement w comes out at the bottom.


Arrangement w

The following is a DFT calculation (ωB97M-V with the def2-TZVPD basis set) of a single C7H11N molecule.

Calculated values
charge: 0
molecular weight: 109.17 Da
E_HOMO: -8.28 eV
Kohn-Sham gap: 9.23 eV
multiplicity: 1

Last column: Mulliken charge in e.
Geometry (Å):
C 2.072 0.519 -0.560  -1.175
C 0.963 0.093 0.308  0.496
C -0.258 0.925 0.909  -0.854
C -1.323 0.543 -0.048  0.225
C -2.549 -0.210 -0.200  -0.569
C -1.176 -0.946 0.054  -0.458
C 0.268 -1.135 -0.324  0.156
N 1.099 -1.290 0.884  -0.674
H 2.097 -0.481 -1.236  0.283
H 3.170 0.752 0.116  0.211
H 1.722 1.500 -1.044  0.354
H 0.101 2.098 0.629  0.248
H -0.622 0.980 2.016  0.224
H -1.139 1.035 -1.027  0.072
H -3.247 -0.333 0.523  0.280
H -2.941 -0.076 -1.182  0.241
H -0.879 -1.107 1.213  0.206
H 0.396 -1.567 -1.388  0.273
H 2.244 -1.299 0.357  0.459


Arrangement x

The following is a DFT calculation (ωB97M-V with the def2-TZVPD basis set) of a single C7H11N molecule.

Calculated values
charge: 0
molecular weight: 109.17 Da
E_HOMO: -8.43 eV
Kohn-Sham gap: 9.50 eV
multiplicity: 1

Last column: Mulliken charge in e.
Geometry (Å):
C 1.276 1.446 -1.248  -0.478
C 1.374 0.626 -0.074  0.039
N 1.700 -0.740 0.341  -0.618
C 0.278 -1.220 0.788  -0.620
C -0.785 -0.270 0.079  0.947
C -1.771 0.497 0.910  -0.876
C -2.156 -0.617 -0.065  -0.685
C 0.147 0.409 -0.976  -0.483
H 1.671 1.063 -2.185  0.298
H 0.916 2.455 -1.032  0.262
H 1.090 1.228 0.794  0.179
H 2.287 -0.734 1.180  0.282
H 0.313 -1.313 1.888  0.331
H 0.172 -2.207 0.314  0.294
H -1.787 0.251 1.964  0.248
H -1.982 1.508 0.582  0.285
H -2.729 -0.355 -0.967  0.238
H -2.484 -1.583 0.309  0.260
H 0.460 -0.360 -1.721  0.095


Verdict on stability: arrangement w comes out at the bottom.


Arrangement w

The following is a DFT calculation (ωB97M-V with the def2-TZVPD basis set) of a single C2H3NO3 molecule.

Calculated values
charge: 0
molecular weight: 89.05 Da
E_HOMO: -11.27 eV
Kohn-Sham gap: 10.01 eV
multiplicity: 1

Last column: Mulliken charge in e.
Geometry (Å):
C 0.827 -0.708 0.033  -0.913
C -0.526 -0.306 -0.398  0.497
O -1.179 -0.754 -1.288  -0.400
N -0.862 0.994 0.237  0.918
O -0.227 1.279 1.237  -0.522
O -1.649 1.774 -0.258  -0.520
H 0.917 -0.694 1.135  0.336
H 1.541 0.073 -0.295  0.303
H 1.158 -1.659 -0.403  0.301


Arrangement x

The following is a DFT calculation (ωB97M-V with the def2-TZVPD basis set) of a single C2H3NO3 molecule.

Calculated values
charge: 0
molecular weight: 89.05 Da
E_HOMO: -10.74 eV
Kohn-Sham gap: 11.25 eV
multiplicity: 1

Last column: Mulliken charge in e.
Geometry (Å):
O 2.322 0.129 -0.043  -0.458
C 1.257 -0.417 -0.090  0.119
N 0.015 0.208 -0.097  0.252
O -0.005 1.584 -0.198  -0.351
C -1.188 -0.461 -0.081  0.140
O -2.250 0.104 -0.057  -0.476
H 1.146 -1.507 -0.090  0.208
H -0.214 1.918 0.704  0.340
H -1.084 -1.558 -0.049  0.225


Arrangement y

The following is a DFT calculation (ωB97M-V with the def2-TZVPD basis set) of 2 unconnected molecules or ions with the total composition C2H3NO3.

Calculated values
charge: 0
molecular weight: 89.05 Da
E_HOMO: -10.84 eV
Kohn-Sham gap: 11.68 eV
multiplicity: 1

Last column: Mulliken charge in e.
Geometry (Å):
N 1.738 1.295 -0.656  -0.550
C 1.253 0.212 -0.861  0.820
O 0.912 -0.838 -1.253  -0.595
H 1.706 1.871 0.176  0.328
O -0.292 0.541 0.589  -0.541
C -1.245 -0.183 0.746  0.281
O -1.302 -1.384 0.205  -0.441
H -2.281 0.031 1.383  0.265
H -0.487 -1.545 -0.330  0.433


Arrangement z

The following is a DFT calculation (ωB97M-V with the def2-TZVPD basis set) of a single C2H3NO3 molecule.

Calculated values
charge: 0
molecular weight: 89.05 Da
E_HOMO: -10.19 eV
Kohn-Sham gap: 8.98 eV
multiplicity: 1

Last column: Mulliken charge in e.
Geometry (Å):
O -2.324 0.229 -0.732  -0.410
C -1.331 0.757 -0.061  -0.024
C -0.101 -0.095 0.088  0.693
O -0.107 -1.303 0.057  -0.562
N 1.173 0.608 0.071  -0.153
O 2.250 -0.235 0.365  -0.376
H -1.188 1.868 0.545  0.185
H 1.245 1.512 0.618  0.269
H 1.766 -1.125 0.664  0.379


Verdict on stability: arrangement z comes out at the bottom.